{
  "formula": "C44H38FeN6O5Te",
  "method": "the ωB97M-V functional and the def2-TZVPD basis",
  "species": ["C", "C", "C", "H", "H", "C", "H", "N", "C", "C", "C", "C", "O", "Te", "C", "H", "H", "H", "O", "H", "H", "H", "C", "H", "H", "N", "H", "C", "H", "C", "H", "H", "C", "N", "H", "O", "C", "H", "C", "H", "C", "C", "H", "C", "C", "C", "H", "H", "H", "C", "H", "C", "C", "N", "C", "H", "O", "C", "H", "H", "H", "H", "C", "H", "C", "H", "C", "C", "H", "H", "H", "N", "C", "H", "C", "H", "N", "C", "C", "C", "Fe", "C", "C", "C", "O", "H", "C", "C", "C", "H", "C", "C", "H", "C", "C"],
  "positions_angstrom": [[4.774, -0.818, 0.912], [2.572, 0.867, 0.196], [-1.395, -6.157, -2.764], [-5.332, 2.365, -0.985], [0.197, -5.568, 1.151], [-3.109, 0.574, 0.921], [2.401, -2.613, -2.140], [0.520, 0.791, 2.408], [1.915, -3.265, -1.424], [-2.656, 2.445, -0.673], [-5.396, -0.246, 1.126], [-0.123, 4.280, 0.720], [4.881, 3.312, 1.343], [-3.504, -1.734, -2.620], [0.514, 3.196, 2.611], [-0.912, -7.125, -2.787], [-0.934, -5.704, -4.811], [2.453, -5.065, -2.451], [-6.351, -1.084, 1.593], [6.148, -2.444, 0.535], [-3.694, -1.067, 2.156], [-4.179, 3.791, -1.518], [-2.005, -5.710, -1.601], [-3.093, -4.116, -0.662], [3.401, -2.415, 0.690], [1.077, 1.590, 4.429], [6.826, -1.124, 1.482], [-5.933, -2.166, 2.403], [-2.028, -3.495, -4.759], [3.528, -1.341, 0.623], [-5.196, -2.783, 1.883], [-0.735, -2.392, -1.122], [4.128, 2.862, 0.498], [0.057, -0.607, -0.317], [3.805, 5.472, 0.751], [-1.897, 0.453, 1.307], [-2.024, -4.116, -3.872], [-0.482, 4.222, -0.297], [-4.070, -0.326, 1.467], [-1.820, -1.498, -0.069], [3.001, 6.044, -1.164], [4.918, 0.563, 0.819], [-6.914, 0.781, -0.011], [-3.577, 1.569, -0.004], [0.838, 4.404, 3.207], [-1.067, -1.391, -0.852], [-1.930, 0.274, -1.942], [-2.895, 4.533, -0.578], [-0.989, -0.828, -2.940], [3.482, 5.141, -0.228], [5.870, 1.026, 1.057], [0.631, -3.546, 0.586], [2.423, -0.557, 0.258], [-0.001, 3.136, 1.378], [2.701, 4.247, -2.735], [5.706, -2.260, 2.228], [-1.436, 2.215, -0.783], [5.922, -1.709, 1.310], [0.708, -1.268, 2.942], [0.107, 6.414, 0.780], [2.940, 7.097, -0.918], [-2.540, 3.931, -2.200], [-4.966, 1.626, -0.287], [-1.996, -6.327, -0.711], [-3.119, 3.740, -1.298], [-5.508, -1.815, 3.346], [3.170, 3.345, -1.794], [1.337, -5.472, -0.664], [3.228, 2.291, -2.033], [1.368, -6.546, -0.795], [2.241, 6.301, -3.155], [0.669, 5.557, 2.570], [-2.623, -4.468, -1.572], [1.349, -0.270, 5.235], [-1.406, -5.359, -3.899], [1.238, 4.430, 4.213], [1.095, 0.243, 4.409], [3.559, 3.787, -0.534], [1.948, -4.641, -1.593], [-1.671, -0.765, -2.092], [-0.204, 1.212, 0.572], [-2.634, -3.660, -2.707], [3.876, 1.392, 0.448], [0.681, -4.923, 0.428], [1.606, 1.684, -0.019], [-6.824, -2.754, 2.605], [-5.864, 0.750, 0.240], [0.759, -0.225, 3.200], [0.724, 1.879, 3.200], [2.403, 3.897, -3.715], [1.253, -2.710, -0.335], [1.174, -1.224, -0.131], [0.087, -3.111, 1.416], [0.212, 5.484, 1.326], [2.610, 5.597, -2.419]],
  "atomic_forces_ev_per_a": [[0.0026, -0.0057, 0.0192], [0.0917, 0.0765, 0.0228], [-0.0382, 0.0131, -0.0029], [-0.0133, -0.0071, 0.0086], [-0.0040, 0.0008, 0.0039], [0.0215, 0.0313, -0.0230], [0.0043, 0.0033, 0.0037], [0.2068, -0.2494, -0.0892], [0.0137, 0.0518, 0.0359], [-0.0335, -0.1806, -0.1680], [0.0195, -0.0533, 0.0692], [0.0137, 0.0717, 0.0286], [-0.0886, 0.0234, 0.0712], [-0.0394, -0.0071, -0.0094], [-0.0092, -0.0221, -0.0594], [0.0028, -0.0051, -0.0028], [0.0014, 0.0007, -0.0013], [-0.0017, -0.0018, -0.0013], [0.0024, -0.0070, -0.0461], [-0.0062, 0.0021, -0.0028], [0.0059, 0.0055, 0.0028], [0.0069, 0.0093, -0.0131], [-0.0488, -0.0091, -0.0470], [-0.0017, -0.0089, 0.0057], [-0.0033, -0.0209, -0.0179], [0.0066, 0.0149, 0.0086], [-0.0049, 0.0042, 0.0012], [0.0068, -0.0015, 0.0263], [-0.0069, -0.0015, -0.0012], [-0.0604, -0.0259, 0.0031], [-0.0083, -0.0038, -0.0064], [-0.1609, 0.0832, 0.0221], [0.2623, -0.0288, -0.1565], [0.0425, -0.1717, 0.4198], [0.0037, -0.0018, 0.0002], [0.0523, 0.3190, 0.0490], [0.0062, 0.0224, -0.0118], [0.0091, -0.0102, 0.0019], [-0.0281, 0.0049, -0.0085], [-0.0059, 0.1098, -0.0087], [-0.0074, 0.0056, 0.0306], [0.0199, 0.0108, 0.0073], [-0.0023, -0.0006, 0.0023], [0.0458, 0.0170, 0.0179], [0.0144, -0.0139, 0.0102], [-0.0468, -0.0724, 0.0123], [-0.0335, 0.2008, 0.0537], [-0.0234, 0.0154, -0.0120], [0.0102, 0.0002, 0.0078], [-0.0314, 0.0216, 0.0064], [-0.0070, 0.0014, -0.0017], [0.1094, -0.1185, 0.0261], [0.0294, 0.0397, 0.0000], [-0.2820, -0.1304, 0.1728], [0.0048, 0.0339, -0.0021], [-0.0039, -0.0003, -0.0009], [0.4407, -0.0659, -0.0250], [0.0178, -0.0052, 0.0034], [0.0096, -0.0023, -0.0023], [-0.0067, 0.0125, 0.0033], [-0.0002, -0.0049, -0.0018], [0.0106, -0.0157, 0.0104], [-0.0168, -0.0037, 0.0058], [-0.0040, 0.0006, -0.0034], [0.0151, -0.0084, -0.0200], [0.0030, 0.0077, -0.0058], [-0.0150, -0.0304, 0.0374], [0.0643, 0.0264, -0.0054], [-0.0018, 0.0035, 0.0020], [-0.0033, 0.0008, -0.0017], [-0.0038, -0.0034, 0.0038], [0.0362, 0.0115, 0.0099], [-0.0051, -0.0238, -0.0120], [0.0035, 0.0043, 0.0026], [-0.0054, -0.0057, 0.0130], [0.0129, -0.0027, -0.0076], [-0.0051, -0.0260, -0.0286], [-0.0793, -0.0091, 0.0251], [-0.0190, -0.0306, 0.0324], [0.0356, -0.0034, -0.0286], [-0.5101, 0.1986, -0.0415], [0.0498, 0.0104, 0.0217], [-0.1679, -0.0378, 0.0344], [0.0327, 0.0488, 0.0403], [-0.1806, -0.0711, -0.2431], [-0.0012, 0.0029, -0.0003], [0.0068, 0.0408, -0.0231], [0.0489, -0.0203, 0.0162], [-0.0634, -0.0039, 0.0585], [0.0025, 0.0011, 0.0007], [0.1066, -0.0281, -0.0132], [0.1670, 0.0627, -0.2490], [-0.0100, -0.0155, 0.0042], [0.0255, -0.0226, -0.0488], [-0.0060, -0.0270, -0.0214]],
  "charge": 0,
  "spin_multiplicity": 1,
  "homo_energy_ev": [-7.198, -7.198],
  "energy_ev": -107104.4932,
  "de_lowest_kj_mol": 41.61
}

{
  "formula": "C44H39Br2N7O14",
  "method": "the ωB97M-V functional and the def2-TZVPD basis",
  "species": ["H", "H", "C", "C", "C", "C", "H", "C", "C", "C", "C", "C", "C", "O", "C", "N", "C", "H", "O", "C", "C", "H", "C", "C", "C", "H", "H", "C", "H", "C", "H", "H", "H", "C", "C", "N", "O", "C", "C", "H", "O", "C", "C", "H", "O", "H", "N", "C", "O", "H", "C", "H", "C", "O", "H", "H", "O", "H", "H", "O", "C", "H", "H", "H", "O", "C", "H", "H", "C", "O", "H", "C", "C", "H", "C", "C", "C", "C", "C", "O", "H", "O", "H", "N", "H", "O", "Br", "N", "H", "H", "H", "H", "C", "C", "Br", "N", "H", "H", "H", "N", "C", "C", "H", "C", "C", "H"],
  "positions_angstrom": [[6.452, -0.822, 0.116], [-0.282, 1.423, 2.920], [2.350, 0.687, -0.056], [2.028, -0.993, 3.304], [-4.040, 3.844, 2.104], [5.973, -0.193, 0.853], [-6.385, 3.468, 4.550], [5.893, 1.149, 0.605], [5.306, -0.739, 1.962], [-1.113, -4.227, 0.064], [5.314, 2.028, 1.513], [1.669, -2.020, -3.815], [1.165, 4.897, 3.228], [0.066, -5.018, -3.770], [2.062, 2.024, 0.214], [2.469, -2.214, 2.615], [1.181, 1.346, 4.503], [-0.031, -1.355, -4.940], [-5.747, -4.812, -1.727], [-4.059, 5.235, 2.033], [1.036, -1.272, -4.792], [0.822, 2.224, 5.023], [-5.577, -1.438, -4.926], [-1.408, -5.373, -2.048], [3.032, -1.933, -3.638], [3.592, -1.034, 4.745], [3.821, 0.070, -6.204], [1.811, -0.482, -5.633], [2.836, 1.098, 5.836], [1.963, 5.900, 4.029], [-2.555, -1.823, -3.480], [-4.900, 7.051, 2.756], [-3.232, -6.456, -2.337], [1.430, -0.121, -0.674], [-3.592, -1.974, -3.736], [-0.882, -5.687, -3.376], [-7.343, -4.706, -3.169], [-5.738, 3.937, 3.824], [-4.244, -1.211, -4.700], [2.455, 6.595, 3.355], [1.667, -2.809, 1.927], [3.829, -1.163, -4.470], [2.712, -0.507, 4.398], [0.663, 4.220, 3.919], [2.920, -3.140, -1.672], [-0.462, -3.643, 0.699], [3.651, -2.644, -2.504], [-0.105, 1.782, -0.812], [-0.458, -1.536, -1.866], [-6.128, -0.856, -5.657], [0.570, 0.900, 3.332], [1.403, 6.426, 4.793], [4.726, 1.494, 2.645], [-2.371, 3.733, 0.529], [-2.694, -4.502, 1.476], [3.287, 0.237, 0.246], [3.633, -2.535, 2.750], [4.236, -0.309, 3.749], [-3.703, -3.577, -2.358], [-2.886, 1.951, 1.604], [-2.376, -4.683, 0.457], [-6.539, 5.922, 4.193], [-4.846, 2.137, 3.076], [2.655, 2.622, 0.895], [4.864, -2.650, -2.442], [-6.297, -2.417, -4.251], [1.257, 0.049, -6.397], [1.103, -2.665, -3.162], [0.988, -0.285, 2.736], [4.936, 4.188, 2.144], [-4.034, -6.001, -0.155], [0.262, 0.497, -1.127], [2.310, 0.677, 4.991], [-1.059, 2.122, -1.186], [-2.634, -5.873, -1.651], [-3.068, -5.559, -0.364], [-0.688, -4.529, -1.210], [3.202, -0.484, -5.512], [-4.892, 3.219, 3.011], [-1.695, 0.145, -2.357], [-3.431, 5.694, 1.279], [-1.401, -6.567, -4.035], [-7.369, -2.477, -4.352], [5.251, 3.446, 1.234], [5.297, -1.813, 2.082], [5.455, 3.816, 0.096], [3.430, 4.878, 4.852], [-0.704, -0.342, -1.863], [-3.674, -0.459, -5.228], [0.361, -0.628, 1.926], [0.647, 3.592, 0.155], [1.571, -1.171, -0.889], [4.676, 0.119, 2.858], [-4.904, 5.974, 2.840], [-0.139, 5.786, 2.061], [-3.016, 3.134, 1.355], [1.823, 4.253, 2.650], [4.907, -1.125, -4.432], [4.201, 2.145, 3.337], [-6.280, -4.343, -2.716], [0.820, 2.558, -0.095], [-5.591, -3.240, -3.385], [6.317, 1.552, -0.307], [-5.772, 5.329, 3.712], [-4.258, -3.001, -3.083], [0.246, -4.138, -1.594]],
  "atomic_forces_ev_per_a": [[0.0218, -0.1318, 0.0953], [0.0032, 0.0124, -0.0329], [0.5938, -0.1488, 0.3389], [-0.7730, -0.0145, -0.6445], [-0.6724, 1.6238, 1.1230], [-0.8370, -0.6501, 0.2752], [-0.0132, -0.2790, -0.1653], [0.6829, 1.2712, -0.7258], [1.0313, 0.4576, -0.7383], [-0.7221, -0.0119, -0.3690], [-0.0632, -1.6403, 0.1580], [-0.3848, -0.3332, 0.5452], [-0.0528, -0.3002, 0.6317], [-0.2551, -0.2096, 0.1613], [-0.8268, -0.1137, 0.8431], [-0.1156, -0.0639, 0.1222], [0.5260, -0.2039, -0.5025], [-0.0353, 0.0497, 0.1105], [-0.0552, -0.1549, -0.0722], [0.4205, -0.3095, -0.6504], [0.6113, -0.0665, -0.1470], [0.0244, 0.0504, -0.0590], [-1.1461, 0.2186, -0.5190], [-0.4800, 0.3290, 0.6017], [0.2897, 0.2806, -0.0821], [-0.8055, -0.4924, 0.7252], [-0.0811, 0.0974, -0.0279], [-0.2940, -0.4333, 0.0214], [0.0791, -0.1887, 0.0918], [0.5746, -0.2213, -0.7175], [0.0063, 0.1732, -0.1119], [-0.0969, 0.0066, -0.0179], [0.0336, -0.1680, 0.1528], [-0.5109, 0.4424, -0.9468], [-0.0441, -0.3892, -0.0282], [0.5062, 0.3971, -0.6792], [-0.1479, -0.0761, -0.0900], [-0.2601, 0.9529, -0.0524], [0.8341, -0.2609, 0.4796], [0.0012, 0.1333, 0.1532], [-0.0650, 0.1311, -0.0349], [-0.2630, -0.0327, -0.8621], [-0.7909, -0.3628, 1.0705], [-0.4545, 0.2014, -0.2136], [-0.1706, -0.1249, 0.0763], [-0.1921, 0.1200, 0.0999], [0.0956, 0.2476, -0.0928], [0.4364, 0.4758, -0.2123], [-0.3042, -0.0683, -0.2856], [0.1430, 0.1505, 0.0841], [0.0110, 0.0341, 0.6931], [-0.0145, -0.1127, 0.0723], [-0.7537, 0.2850, 0.5594], [0.1956, 0.3581, -0.2570], [-0.2793, 0.1243, -0.1001], [0.0697, 0.1647, 0.1426], [-0.5993, -0.5519, 0.6018], [1.4534, 1.0011, -1.3763], [-0.2642, -0.2261, 0.0509], [0.2063, -0.2336, 0.0848], [0.8622, -0.8136, 0.4998], [0.1880, -0.1178, 0.4496], [-0.0397, 0.0578, 0.0722], [0.5472, -0.0891, -0.4263], [0.0792, -0.0393, -0.0378], [0.5115, -0.0501, 0.1791], [0.4798, 0.2225, -0.1836], [-0.0045, -0.0320, -0.0578], [-0.8844, 0.3187, 0.3772], [0.0339, 0.0030, 0.1646], [0.0148, 0.3365, 0.6645], [-0.1760, -0.4917, 0.3552], [-0.7710, 0.0948, 0.0636], [0.0342, 0.2928, 0.2667], [0.5629, 0.0968, 0.1130], [-0.8158, -0.0727, -0.9358], [0.9612, -0.1804, -0.7793], [-0.2310, 0.3005, 0.2344], [0.7735, -1.2990, -0.2371], [0.1186, 0.4547, -0.1661], [0.0774, 0.1754, 0.2509], [-0.1336, 0.1013, 0.4253], [0.0220, -0.3486, -0.1852], [-0.3452, 0.4148, -0.2421], [0.2881, 0.4049, 0.0718], [0.2134, -0.1064, -0.1063], [-0.4082, 0.2846, 0.2851], [0.1591, -0.4937, 0.7493], [-0.2212, 0.0947, -0.0901], [0.5255, -0.3690, -0.2328], [-0.4237, 0.0753, 0.0647], [0.2482, 0.0298, 0.1197], [1.6623, 0.0868, -0.6749], [-0.1449, -0.1498, -0.1439], [0.3536, -0.2940, 0.3911], [-0.5939, -0.7830, -0.0221], [-0.0394, 0.3248, -0.4395], [-0.0068, -0.1490, 0.4412], [0.1906, 0.1175, 0.0481], [-0.0046, 0.1657, 0.3614], [-0.0209, -0.3798, -0.7686], [0.0967, 0.4677, 0.0693], [0.0129, 0.0352, 0.0913], [0.0011, -0.0175, -0.4632], [0.1698, 0.1715, -0.1757], [0.0507, -0.0671, 0.2075]],
  "charge": 0,
  "spin_multiplicity": 1,
  "homo_energy_ev": -9.601,
  "energy_ev": -225421.1123,
  "smiles": "O=[N+]([O-])c1ccccc1.O=[N+]([O-])c1ccccc1.O=[N+]([O-])c1ccccc1.O=[N+]([O-])c1ccccc1.O=[N+]([O-])c1ccccc1.O=[N+]([O-])c1ccccc1.O=[N+]([O-])c1ccccc1.BrCCBr",
  "de_lowest_kj_mol": 128.97
}